No. 1
Entry from the Open Molecules 2025 dataset: a cluster of 2 separate species, CH3ClINO in total in a non-equilibrium geometry (the ωB97M-V functional and the def2-TZVPD basis).

The HOMO-LUMO gap (alpha / beta) comes out at 9.45 / 6.48 eV. The value obtained for the total energy is -927.612749 hartree. For the HOMO energy (alpha / beta), the calculation gives -0.365 / -0.339 hartree. As for the total charge: 0. The LUMO energy (alpha / beta) is -0.5 / -2.8 eV. For the strongest force on any atom, the calculation gives 3.6 eV/Å. The energy relative to the best compared isomer or geometry (same formula, charge and spin) is 78.9 kJ/mol.

Structure (XYZ):
```
8
CH3ClINO the ωB97M-V functional and the def2-TZVPD basis
C -1.25490 -0.29183 0.00766
N 0.41352 1.12527 0.28231
O -0.02178 0.07642 -0.47376
Cl 1.92417 1.68164 -0.07842
I 3.56774 -1.16194 -0.02049
H -1.16666 -0.97952 0.77117
H -1.62590 -0.93967 -0.78674
H -1.83618 0.48963 0.29827
```

=====

No. 2
Entry from the Open Molecules 2025 dataset: a cluster of 3 separate species, C19H19F8N4O4S in total in a non-equilibrium geometry (the ωB97M-V functional and the def2-TZVPD basis).

The HOMO-LUMO gap comes out at 6.39 eV. The value obtained for the total energy is -2452.028671 hartree. For the HOMO energy, the calculation gives -0.415 hartree. As for the total charge: +1. The LUMO energy is -4.9 eV. For the strongest force on any atom, the calculation gives 7.4 eV/Å.

Structure (XYZ):
```
55
C19H19F8N4O4S the ωB97M-V functional and the def2-TZVPD basis
C 8.46528 0.79730 1.58551
C 7.25723 1.02577 0.57443
O 7.54644 2.19628 -0.21470
C 7.11344 -0.15860 -0.47092
O 5.88388 -0.10022 -1.25158
N 4.82374 -0.56452 -0.57407
C 4.00642 0.03539 0.35820
N 3.03514 -0.88961 0.70449
S 1.78820 -0.50468 1.83587
O 1.56372 -1.69155 2.64975
O 2.29889 0.53492 2.71100
C 0.16308 -0.10249 1.01613
F -0.74398 0.31304 1.94769
F -0.33079 -1.31253 0.54523
C 0.24722 0.85287 -0.24059
F -0.99188 0.78438 -0.86052
F 1.16284 0.45136 -1.18793
C 0.48444 2.39351 0.09362
F 0.71296 2.64813 1.41057
F 1.58739 2.85352 -0.60940
F -0.56281 3.15966 -0.33607
C 3.16141 -2.13913 0.02587
C 4.31776 -1.86087 -0.78657
F 4.73412 -2.83850 -1.61532
H 8.08068 0.97959 2.63065
H 9.29565 1.53084 1.42532
H 8.78128 -0.27525 1.50586
H 6.33214 1.18491 1.19317
H 7.25629 2.98347 0.27893
H 7.31554 -1.16670 -0.00988
H 7.95605 0.00582 -1.20600
H 4.14316 1.07403 0.73225
H 2.53196 -3.05642 0.10765
N -4.49498 -0.05064 3.80152
C -3.50997 0.18892 2.92991
C -3.69592 0.26782 1.55811
C -4.97583 0.08435 1.05856
C -6.01296 -0.16696 1.94168
C -5.72118 -0.22251 3.29615
H -2.52807 0.32203 3.36994
H -2.86331 0.46695 0.89829
H -5.16349 0.13666 -0.00911
H -7.02518 -0.31574 1.58855
H -6.49991 -0.41288 4.02710
N -6.21146 -0.02426 -2.36591
C -6.76060 -1.21905 -2.10379
C -7.44250 -1.97726 -3.04129
C -7.56952 -1.47241 -4.32538
C -7.01254 -0.23879 -4.62199
C -6.34683 0.43953 -3.61363
H -6.63824 -1.57154 -1.08445
H -7.86346 -2.93743 -2.77315
H -8.09690 -2.03450 -5.08712
H -7.09234 0.18724 -5.61347
H -5.89168 1.40676 -3.79912
```

=====

No. 3
Entry from the Open Molecules 2025 dataset: an isolated molecule of C17H20FNO2S in a non-equilibrium geometry (the ωB97M-V functional and the def2-TZVPD basis).

The HOMO-LUMO gap comes out at 9.18 eV. The value obtained for the total energy is -1363.105068 hartree. Its SMILES is CC[C@@H](C)NC(=O)c1ccc(CSCc2cccc(F)c2)o1. For the HOMO energy, the calculation gives -0.318 hartree. As for the total charge: 0. The LUMO energy is 0.5 eV. For the strongest force on any atom, the calculation gives 1.3 eV/Å. The energy relative to the best compared isomer or geometry (same formula, charge and spin) is 2.9 kJ/mol.

Structure (XYZ):
```
42
C17H20FNO2S the ωB97M-V functional and the def2-TZVPD basis
C 4.22493 -0.59913 -2.15064
C 4.58648 -1.68881 -1.14885
H 5.53647 -2.14467 -1.43190
H 4.70889 -1.25016 -0.15485
C 3.52055 -2.78857 -1.08318
N 2.25394 -2.23442 -0.65808
C 1.14233 -2.24765 -1.42491
O 1.07983 -2.74841 -2.53212
C -0.01746 -1.58498 -0.79896
C -1.28072 -1.38299 -1.28947
C -1.98285 -0.67313 -0.29292
C -1.10572 -0.49586 0.74284
O 0.08738 -1.04521 0.44094
C -1.26091 0.20378 2.03450
H -2.30438 0.45912 2.21285
H -0.86868 -0.38898 2.86027
S -0.27558 1.75627 2.09484
C -1.04175 2.67799 0.71469
C -2.49887 2.92565 0.93720
C -3.42259 2.57647 -0.03846
C -4.76543 2.80776 0.19558
C -5.22230 3.37165 1.37185
C -4.29276 3.71712 2.33853
C -2.94463 3.49665 2.12460
H -2.22314 3.75817 2.88420
H -4.62503 4.16055 3.26452
H -6.27844 3.53223 1.51687
F -5.65670 2.46228 -0.75686
H -3.10992 2.13958 -0.97434
H -0.48374 3.61478 0.68203
H -0.86425 2.12121 -0.20573
H -3.00352 -0.35071 -0.32469
H -1.64194 -1.70469 -2.24383
H 2.21882 -1.78767 0.24542
C 3.93940 -3.91442 -0.13921
H 4.85957 -4.37441 -0.48833
H 3.16511 -4.67634 -0.09672
H 4.10443 -3.52717 0.86471
H 3.34370 -3.19086 -2.08624
H 5.00785 0.15431 -2.19277
H 3.29381 -0.11191 -1.87021
H 4.09785 -1.02442 -3.14316
```

=====

No. 4
Entry from the Open Molecules 2025 dataset: a structure of composition C2H5N3O in a non-equilibrium geometry (the ωB97M-V functional and the def2-TZVPD basis).

The HOMO-LUMO gap comes out at 9.35 eV. The value obtained for the total energy is -318.615107 hartree. For the HOMO energy, the calculation gives -0.320 hartree. As for the total charge: 0. The LUMO energy is 0.7 eV. For the strongest force on any atom, the calculation gives 5.5 eV/Å. The energy relative to the best compared isomer or geometry (same formula, charge and spin) is 355.4 kJ/mol.

Structure (XYZ):
```
11
C2H5N3O the ωB97M-V functional and the def2-TZVPD basis
C -0.02094 0.47205 -0.47483
C 0.00608 -1.92783 0.36505
H 0.26640 2.24116 -2.29802
H -0.85377 3.38950 -1.02826
H -0.21571 0.07327 -1.54272
H 0.03498 -0.26174 1.44028
H -0.15858 -2.25470 -0.70360
N 0.11925 2.69260 -1.11396
N -0.00993 1.75101 -0.17810
N -0.14010 -0.57681 0.45895
O 0.15391 -2.69006 1.32784
```

=====

No. 5
Entry from the Open Molecules 2025 dataset: a cluster of 4 separate species, C2H12O3S2 in total (the ωB97M-V functional and the def2-TZVPD basis).

The HOMO-LUMO gap comes out at 8.99 eV. The value obtained for the total energy is -1105.482327 hartree. Its SMILES is CSSC.O.O.O. For the HOMO energy, the calculation gives -0.316 hartree. As for the total charge: 0. The LUMO energy is 0.4 eV. For the strongest force on any atom, the calculation gives 0.6 eV/Å. The energy relative to the best compared isomer or geometry (same formula, charge and spin) is 50.5 kJ/mol.

Structure (XYZ):
```
19
C2H12O3S2 the ωB97M-V functional and the def2-TZVPD basis
C 0.61367 -0.63121 1.66783
S 0.17598 1.07053 1.30391
S -0.73548 1.08095 -0.55755
C -2.36719 1.66933 -0.05193
H 1.66484 -0.68718 1.92886
H 0.40799 -1.28887 0.83145
H 0.07443 -0.98379 2.54250
H -3.04097 0.82720 0.10437
H -2.77713 2.32808 -0.81391
H -2.29279 2.19515 0.89596
H -2.28576 -1.62934 -0.63619
H -0.86726 -2.24837 -0.78553
O -1.70525 -2.31297 -0.28187
H 1.68969 -2.36188 -1.72411
H 1.13250 -0.94172 -1.57632
O 0.95354 -1.86823 -1.34986
H 3.09394 -0.06159 -0.03718
H 3.44993 0.66606 -1.36700
O 3.49767 -0.17328 -0.90291
```

=====

No. 6
Entry from the Open Molecules 2025 dataset: an isolated molecule of C4H4N2O (the ωB97M-V functional and the def2-TZVPD basis).

The HOMO-LUMO gap comes out at 9.69 eV. The value obtained for the total energy is -339.574687 hartree. Its SMILES is O=c1cc[nH]cn1. For the HOMO energy, the calculation gives -0.343 hartree. As for the total charge: 0. The LUMO energy is 0.4 eV. For the strongest force on any atom, the calculation gives 0.4 eV/Å. The energy relative to the best compared isomer or geometry (same formula, charge and spin) is 18.3 kJ/mol.

Structure (XYZ):
```
11
C4H4N2O the ωB97M-V functional and the def2-TZVPD basis
O 2.33723 -1.39160 -0.01239
C 1.26203 -0.83619 -0.10429
C 1.11052 0.62883 -0.04545
C -0.10881 1.16983 0.11772
N -1.21731 0.34892 0.13260
C -1.05634 -0.98579 -0.12063
N 0.06865 -1.58124 -0.27195
H 2.00479 1.24057 -0.07354
H -0.29825 2.23374 0.22208
H -2.12500 0.71034 0.37776
H -1.98430 -1.55096 -0.21657
```

=====

- Among the records above, which one has the highest strongest force on any atom?
  C19H19F8N4O4S

=====

Please write out number 2 again, unchanged.
Entry from the Open Molecules 2025 dataset: a cluster of 3 separate species, C19H19F8N4O4S in total in a non-equilibrium geometry (the ωB97M-V functional and the def2-TZVPD basis).

The HOMO-LUMO gap comes out at 6.39 eV. The value obtained for the total energy is -2452.028671 hartree. For the HOMO energy, the calculation gives -0.415 hartree. As for the total charge: +1. The LUMO energy is -4.9 eV. For the strongest force on any atom, the calculation gives 7.4 eV/Å.

Structure (XYZ):
```
55
C19H19F8N4O4S the ωB97M-V functional and the def2-TZVPD basis
C 8.46528 0.79730 1.58551
C 7.25723 1.02577 0.57443
O 7.54644 2.19628 -0.21470
C 7.11344 -0.15860 -0.47092
O 5.88388 -0.10022 -1.25158
N 4.82374 -0.56452 -0.57407
C 4.00642 0.03539 0.35820
N 3.03514 -0.88961 0.70449
S 1.78820 -0.50468 1.83587
O 1.56372 -1.69155 2.64975
O 2.29889 0.53492 2.71100
C 0.16308 -0.10249 1.01613
F -0.74398 0.31304 1.94769
F -0.33079 -1.31253 0.54523
C 0.24722 0.85287 -0.24059
F -0.99188 0.78438 -0.86052
F 1.16284 0.45136 -1.18793
C 0.48444 2.39351 0.09362
F 0.71296 2.64813 1.41057
F 1.58739 2.85352 -0.60940
F -0.56281 3.15966 -0.33607
C 3.16141 -2.13913 0.02587
C 4.31776 -1.86087 -0.78657
F 4.73412 -2.83850 -1.61532
H 8.08068 0.97959 2.63065
H 9.29565 1.53084 1.42532
H 8.78128 -0.27525 1.50586
H 6.33214 1.18491 1.19317
H 7.25629 2.98347 0.27893
H 7.31554 -1.16670 -0.00988
H 7.95605 0.00582 -1.20600
H 4.14316 1.07403 0.73225
H 2.53196 -3.05642 0.10765
N -4.49498 -0.05064 3.80152
C -3.50997 0.18892 2.92991
C -3.69592 0.26782 1.55811
C -4.97583 0.08435 1.05856
C -6.01296 -0.16696 1.94168
C -5.72118 -0.22251 3.29615
H -2.52807 0.32203 3.36994
H -2.86331 0.46695 0.89829
H -5.16349 0.13666 -0.00911
H -7.02518 -0.31574 1.58855
H -6.49991 -0.41288 4.02710
N -6.21146 -0.02426 -2.36591
C -6.76060 -1.21905 -2.10379
C -7.44250 -1.97726 -3.04129
C -7.56952 -1.47241 -4.32538
C -7.01254 -0.23879 -4.62199
C -6.34683 0.43953 -3.61363
H -6.63824 -1.57154 -1.08445
H -7.86346 -2.93743 -2.77315
H -8.09690 -2.03450 -5.08712
H -7.09234 0.18724 -5.61347
H -5.89168 1.40676 -3.79912
```

=====

- What is the strongest force on any atom in the fourth record?
  5.5 eV/Å